The following is a DFT calculation (the ωB97M-V functional and the def2-TZVPD basis) of 3 unconnected molecules or ions with the total composition C14H15F10N2O4 at a distorted geometry.

XYZ file:
```
45
C14H15F10N2O4 the ωB97M-V functional and the def2-TZVPD basis
C -2.436 -2.837 2.498
H -0.213 5.050 -0.632
H 3.370 -5.905 -1.546
C -0.230 0.685 1.043
F -3.759 -2.942 2.332
C 3.801 -6.059 -0.555
C 4.271 -3.143 0.319
C 4.111 -1.680 -0.107
F -2.227 -2.391 3.748
F -0.591 3.098 -0.835
N -4.547 2.756 -0.784
H 1.219 -0.888 1.129
F 3.304 -0.999 0.722
H 3.045 -5.765 0.174
H -2.833 6.324 -0.273
O 3.978 -3.570 1.397
C -1.609 4.670 -2.274
H 4.014 -7.119 -0.422
F -1.926 -4.076 2.428
C -0.323 4.308 -1.441
C -1.801 -1.920 1.448
H 5.497 -5.358 0.601
F -1.493 5.975 -2.603
H -5.679 3.391 0.696
C -4.393 4.861 0.291
C -2.819 4.408 -1.379
H -4.842 5.507 1.056
O -0.564 -1.594 1.814
C 0.166 -0.768 0.890
H -1.280 0.835 0.783
O 4.814 -3.847 -0.670
O -2.334 -1.576 0.431
F 0.750 4.158 -2.203
F 5.290 -1.038 -0.119
F 3.595 -1.556 -1.342
N -4.900 3.670 0.094
C 5.064 -5.238 -0.392
H -3.157 2.473 -2.240
H -0.107 1.008 2.079
H 0.025 -1.117 -0.134
C -3.520 3.179 -1.479
C -3.291 5.349 -0.441
H 5.812 -5.564 -1.113
H 0.378 1.318 0.400
F -1.632 3.925 -3.390
```

Calculated values
Largest force on an atom in eV/A: 2.5
Charge: +1
Electronic energy in eV: -53098.8919
Spin multiplicity: 1

Here are the Löwdin charges for atoms 1 to 5, given in e: -0.5333 0.1805 0.0839 -0.0627 0.1653

=====

The following is a DFT calculation (the ωB97M-V functional and the def2-TZVPD basis) of C27H27NO6 in the gas phase.

XYZ file:
```
61
C27H27NO6 the ωB97M-V functional and the def2-TZVPD basis
C 0.621 4.750 -1.867
C 1.694 4.122 -2.494
H 1.913 1.573 0.851
H 2.485 4.724 -2.915
H -1.027 -0.582 -1.150
N 0.529 0.628 -1.998
H -1.481 1.688 3.189
C 1.764 2.745 -2.595
H 0.831 -1.995 -1.277
H -2.709 -5.552 2.019
H 0.597 5.829 -1.816
C -2.219 2.365 1.243
H 1.656 -2.413 -2.787
C -0.662 0.410 -1.321
O -3.241 -2.233 2.408
H 5.964 -0.073 -0.565
C -1.617 1.301 2.162
C 1.376 -0.332 -2.511
C 2.972 -2.111 0.585
H 1.391 -2.508 1.970
C -2.502 -4.496 1.912
H 0.711 0.470 3.294
C 3.648 -1.156 -0.160
H 2.587 2.260 -3.092
C -1.425 -4.070 1.283
C 0.363 -0.007 2.362
C 2.219 0.540 0.781
C -0.410 4.018 -1.314
C 1.530 -0.422 1.509
C 1.916 -1.750 1.406
H -1.245 4.512 -0.841
H 3.265 -3.148 0.514
O -0.398 0.926 1.611
C 0.917 -1.758 -2.335
H 3.770 0.934 -0.627
C -0.354 2.630 -1.391
O -4.295 -2.148 0.420
O 2.411 -0.043 -3.067
H -3.154 2.712 1.685
C -3.548 -3.614 2.531
C 3.263 0.176 -0.046
C -3.627 -1.631 1.282
H -1.209 -3.019 1.169
C -3.154 0.427 0.040
H -3.623 -3.811 3.604
H 4.554 -1.156 -2.092
C -3.085 -0.249 1.189
C 4.782 -1.529 -1.082
C -2.491 1.756 -0.142
H -3.651 -0.031 -0.799
H -0.713 -4.752 0.851
O 6.029 -1.031 -0.643
H -0.253 -0.873 2.634
C -1.224 1.580 -0.933
C 0.732 2.006 -2.040
H 4.901 -2.613 -1.125
H -1.518 3.194 1.172
O -2.479 0.196 2.330
H -0.045 -1.914 -2.818
H -3.153 2.430 -0.699
H -4.517 -3.816 2.056
```

Calculated values
Largest force on an atom in eV/A: 0.8
Electronic energy in eV: -42212.0568
Spin multiplicity: 1

Here are the Löwdin charges for atoms 1 to 5, given in e: -0.0909 -0.0825 0.1246 0.1008 0.1279

=====

The following is a DFT calculation (the ωB97M-V functional and the def2-TZVPD basis) of a molecular structure, F5Li6 at a distorted geometry.

XYZ file:
```
11
F5Li6 the ωB97M-V functional and the def2-TZVPD basis
Li 0.438 -1.091 -1.209
Li -1.146 -1.685 0.471
F 0.752 1.451 -0.315
F -1.045 -0.394 1.115
Li -0.068 0.171 0.379
Li 1.926 0.566 0.067
Li -0.297 1.102 -1.417
F 0.852 0.689 1.538
F 1.377 -0.690 0.120
F -0.692 -0.274 -0.888
Li -2.096 0.156 0.141
```

Calculated values
Largest force on an atom in eV/A: 11.6
Charge: +1
Electronic energy in eV: -14814.0368
Spin multiplicity: 1

Here are the Löwdin charges for atoms 1 to 5, given in e: 0.7143 0.7755 -0.6195 -0.5786 0.4341

=====

The following is a DFT calculation (the ωB97M-V functional and the def2-TZVPD basis) of 18 unconnected molecules or ions with the total composition CH38NO17 at a distorted geometry.

XYZ file:
```
57
CH38NO17 the ωB97M-V functional and the def2-TZVPD basis
O 1.414 3.241 -0.830
O -0.615 -4.368 -0.491
H 1.685 1.705 3.278
H 4.154 3.126 1.931
H 3.246 2.072 2.044
O 3.445 2.799 1.357
H -1.115 -1.867 -0.824
H -4.466 -1.214 1.332
H -1.903 1.890 -4.655
H 1.902 -1.825 -1.832
H -0.371 0.267 2.609
H -1.398 3.159 3.744
O 2.280 1.005 2.997
H -4.295 -0.309 -1.545
O -4.106 -0.665 0.637
O -0.557 -0.493 -4.069
H -1.095 1.919 4.680
H -1.491 -0.330 -4.268
O 3.475 -1.628 1.792
H -3.877 -0.741 -2.976
H -1.271 3.066 -4.253
O -1.050 2.107 -4.273
O -3.619 -0.172 -2.226
H -3.937 0.170 1.169
H 3.136 -1.740 2.678
H 2.937 -2.254 1.276
C -0.364 1.465 -0.254
H -0.489 -0.681 1.564
N 0.690 0.906 -0.707
O 2.115 -3.488 -0.272
O 0.150 -2.581 1.285
H -2.642 1.938 2.404
H 0.978 -1.085 -3.065
H -0.333 2.085 0.647
H 0.364 -1.951 0.587
H 3.773 -0.085 0.391
O 1.477 -1.063 -2.239
H 1.803 0.415 2.392
O -1.744 -1.152 -0.684
H 0.584 0.155 -1.391
H 2.211 3.594 -0.354
H 2.705 -4.234 -0.048
H 1.224 -3.616 0.095
O -1.565 2.225 3.889
H -3.825 2.353 1.624
H -1.188 -5.153 -0.563
H 3.595 1.340 -0.112
H -2.519 -1.457 -0.190
H 1.638 1.132 -0.279
O 3.232 0.450 -0.196
H -0.110 0.057 -4.716
H -1.392 1.428 -0.636
O 0.079 0.062 1.777
O -3.381 1.551 1.907
H 1.276 3.848 -1.566
H -0.494 -4.093 -1.408
H -0.356 -3.287 0.836
```

Calculated values
Largest force on an atom in eV/A: 2.4
Expectation value of S²: 0.758
Charge: +2
Electronic energy in eV: -37932.5465
Spin multiplicity: 2

Here are the Löwdin charges for atoms 1 to 5, given in e: -0.0598 -0.0321 0.0554 0.0668 0.0345

=====

The following is a DFT calculation (the ωB97M-V functional and the def2-TZVPD basis) of a molecular structure, CH3InN3O8 at a distorted geometry.

XYZ file:
```
16
CH3InN3O8 the ωB97M-V functional and the def2-TZVPD basis
N 3.028 -4.279 -1.942
O -2.335 -1.922 1.938
N 0.469 4.369 -1.005
O 1.603 3.951 -1.195
H -2.593 1.361 1.720
O 2.820 -5.219 -2.603
H -3.324 0.424 0.460
In 3.853 0.282 0.301
O 3.959 -3.522 -1.967
O 0.270 5.439 -0.449
O 2.279 -3.912 -1.069
H -3.890 0.178 2.057
N -1.921 -0.765 1.717
O -0.511 3.704 -1.185
C -2.977 0.367 1.492
O -0.729 -0.457 1.729
```

Calculated values
Largest force on an atom in eV/A: 4.0
Charge: +1
Electronic energy in eV: -27083.3481
Spin multiplicity: 1

Here are the Löwdin charges for atoms 1 to 5, given in e: -0.6402 0.0552 -0.6115 0.1513 0.0863

=====

The following is a DFT calculation (the ωB97M-V functional and the def2-TZVPD basis) of C3H6N2O in the gas phase at a distorted geometry.

XYZ file:
```
12
C3H6N2O the ωB97M-V functional and the def2-TZVPD basis
H -1.484 -1.600 0.082
O 0.288 2.228 -0.568
C -1.698 -0.533 0.107
H 2.240 1.173 0.078
N -0.425 1.241 -0.720
N -0.543 0.328 0.233
H -2.327 -0.383 0.988
H 0.619 -1.429 -0.008
C 2.000 0.129 0.199
C 0.784 -0.359 -0.028
H -2.261 -0.248 -0.795
H 2.806 -0.548 0.433
```

Calculated values
Largest force on an atom in eV/A: 5.8
Electronic energy in eV: -8231.1701
Spin multiplicity: 1

Here are the Löwdin charges for atoms 1 to 5, given in e: 0.0770 -0.0104 -0.0706 0.0513 -0.0997

=====

The following is a DFT calculation (the ωB97M-V functional and the def2-TZVPD basis) of 4 unconnected molecules or ions with the total composition C24H39BFO11.

XYZ file:
```
76
C24H39BFO11 the ωB97M-V functional and the def2-TZVPD basis
B -0.715 1.689 0.836
H -1.080 1.088 1.864
O 0.140 2.928 1.198
H 0.125 -3.388 0.442
H -2.164 -1.383 0.698
H -1.765 2.443 -1.032
O -7.341 0.326 -2.664
H 0.220 -1.623 0.330
H -4.051 4.391 -0.503
C 6.607 1.819 2.370
H 9.241 -4.404 3.050
C -7.627 -1.072 -4.437
O -3.687 -3.600 0.116
O 8.828 -1.064 3.147
C -7.914 -0.959 -2.954
H 9.262 -3.317 4.456
C 9.694 -0.113 2.727
O 10.759 -0.685 2.108
C 4.056 0.884 0.125
C 4.395 2.145 0.929
H -5.658 2.615 -1.989
O 0.250 0.823 0.059
H -7.662 -3.015 -2.398
C 9.209 -2.317 2.557
H -4.006 2.110 -2.382
O -3.733 -3.420 -2.129
C -4.225 4.116 -1.541
C -3.183 -3.225 -1.088
C -2.634 -3.457 1.081
H -6.625 -1.460 -4.633
C -4.626 2.629 -1.648
H 4.764 0.848 -0.707
C -1.769 -2.376 0.470
C 8.851 -3.470 3.457
H -8.361 -1.663 -4.979
H -3.034 0.425 -0.778
C 5.603 1.981 1.731
H -5.315 1.039 -0.398
H -7.556 -1.877 -1.046
O 9.542 1.054 2.876
F 0.870 3.222 -0.965
H -3.047 -3.185 2.049
C -0.306 -2.452 0.807
H 7.445 1.781 3.023
H -2.110 -4.413 1.160
C -7.365 1.071 -3.793
H -4.890 2.490 0.496
C 10.692 -2.095 2.344
H 2.421 -0.260 -0.624
H 3.594 2.431 1.611
H 7.770 -3.559 3.555
H 4.247 -0.013 0.716
H 2.602 1.238 -1.485
H -8.991 -0.887 -2.776
C 1.513 1.351 0.368
H -0.154 -2.382 1.884
C -2.021 2.173 -0.003
H 2.020 3.533 0.617
O -7.138 2.234 -3.840
H 8.690 -2.401 1.599
C -7.300 -2.032 -2.094
H -2.356 3.089 0.495
C -4.568 1.841 -0.326
C 1.203 2.849 0.371
H -3.252 0.710 0.967
C 2.644 0.802 -0.482
C -3.211 1.193 -0.015
H 4.533 2.978 0.236
H 11.276 -2.328 3.239
H 1.737 1.085 1.421
H -4.989 4.763 -1.976
O -7.683 0.295 -4.864
H 11.098 -2.637 1.493
H -6.213 -2.016 -2.173
H -3.300 4.333 -2.077
O -1.990 -2.628 -0.941
```

Calculated values
Largest force on an atom in eV/A: 0.7
Charge: -1
Electronic energy in eV: -51439.3666
Spin multiplicity: 1

Here are the Löwdin charges for atoms 1 to 5, given in e: -0.6377 0.1024 0.0087 0.0866 0.1400

=====

The following is a DFT calculation (the ωB97M-V functional and the def2-TZVPD basis) of C24H36N4O2 in the gas phase.

XYZ file:
```
66
C24H36N4O2 the ωB97M-V functional and the def2-TZVPD basis
H 0.079 -2.167 2.079
C -3.065 2.180 -1.403
N -1.623 -1.707 0.069
H 5.305 -1.601 1.691
H -1.502 -2.469 -0.578
C 4.492 -1.276 -1.079
C -0.842 2.596 -0.572
H -0.784 -0.087 0.976
H -4.554 -4.252 -0.322
O -3.086 -0.402 1.186
H 1.064 1.499 0.939
H -5.402 2.865 1.860
N 3.052 -1.316 -1.290
H -7.184 -2.169 -0.131
C -2.724 2.532 0.944
C 1.437 1.614 -0.090
H 5.951 1.269 0.881
C -3.584 2.248 -0.110
H 0.464 -1.305 -1.551
H 4.770 -2.055 -0.365
H 3.254 2.508 -0.933
H -3.270 -3.757 -1.419
H 0.988 3.678 -0.395
C -1.715 2.351 -1.626
H 5.197 0.787 -1.353
H -6.700 -1.639 -1.733
H 4.999 -1.484 -2.023
H -6.494 1.634 1.184
H 1.412 -1.181 1.469
C 2.598 -0.244 -0.768
C 0.641 2.721 -0.793
C -3.657 -3.645 -0.405
C 4.826 0.148 -0.532
N 3.505 0.576 -0.118
H -3.742 1.977 -2.219
H -1.332 2.287 -2.635
H -2.921 -4.036 0.295
H -4.919 1.140 1.871
C 7.197 -0.320 0.166
C 0.177 -0.442 -0.944
C -3.964 -2.205 -0.100
H 6.023 -0.345 2.696
C -5.144 -1.617 -0.297
H 0.867 2.692 -1.861
C 2.956 1.903 -0.061
C 0.554 -1.781 1.180
C -1.373 2.702 0.705
C -6.382 -2.218 -0.867
C -2.872 -1.351 0.452
C -0.438 -0.939 0.382
C 5.839 0.209 0.620
H 7.551 0.227 -0.705
N 1.373 0.337 -0.795
O -4.922 2.043 0.013
H 7.929 -0.209 0.962
H -0.720 2.922 1.539
H -6.245 -3.251 -1.171
H 3.260 2.427 0.849
H 4.354 -0.184 2.135
C 5.348 -0.529 1.863
H -3.090 2.604 1.955
H 0.912 -2.613 0.577
H 7.129 -1.373 -0.095
C -5.450 1.917 1.315
H -0.575 0.145 -1.478
H -5.226 -0.572 -0.034
```

Calculated values
Largest force on an atom in eV/A: 0.9
Electronic energy in eV: -35528.3041
Spin multiplicity: 1

Here are the Löwdin charges for atoms 1 to 5, given in e: 0.0816 0.0041 0.1055 0.0728 0.1335